Computed, not measured: the molecule C21H23N5O, with wB97M-V/def2-TZVPD.

XYZ file:
```
50
Properties=species:S:1:pos:R:3:forces:R:3
C 4.283 1.917 1.690 -1.70 -2.34 -0.87
C 3.427 1.418 0.677 0.54 0.10 2.82
H 1.534 -0.105 -5.763 -0.10 -0.11 -0.04
H 2.471 1.331 4.276 -0.27 -0.51 0.65
H -0.938 2.576 0.680 1.19 1.78 -1.33
C 1.279 0.229 -4.760 2.28 1.06 1.04
H 0.070 -2.805 -3.884 0.10 -1.37 0.06
C -3.706 1.012 4.042 -0.65 -2.77 -1.97
N -0.203 -0.357 -1.484 -3.40 -2.78 -5.11
H 2.643 -2.280 -2.962 0.01 -0.85 0.19
C 2.727 1.223 3.244 -1.40 0.63 -1.28
N -3.105 1.847 5.031 -0.26 0.06 1.10
H 2.190 -2.008 -5.972 0.78 -0.69 0.98
H 5.264 2.222 1.285 -0.38 0.30 1.27
C 1.727 0.837 2.291 2.29 0.36 -0.83
H -4.718 1.383 3.834 0.27 0.22 0.00
C 1.081 -0.922 -3.797 1.56 -1.57 -0.24
C 1.380 0.413 -0.256 -2.38 -0.27 -1.07
H -2.885 3.038 2.246 1.02 -1.15 -0.37
H -0.036 -1.841 -5.416 0.03 -0.38 0.15
N 1.820 0.133 -1.583 3.62 0.06 1.63
C -0.039 0.186 -0.292 2.87 0.65 0.64
C 2.194 0.831 0.945 -0.78 0.80 -0.89
H 3.840 1.368 -0.260 0.49 0.14 -2.48
C 0.956 -0.446 -2.351 -2.51 1.71 3.85
H 0.434 0.854 -4.799 -1.18 0.88 -0.18
N 3.936 1.719 2.978 0.81 0.77 -0.74
C -2.446 2.018 2.023 0.22 0.72 0.84
H -3.267 -0.853 5.302 -0.24 0.62 -0.38
O -3.890 1.987 5.923 0.12 0.75 1.19
C -2.505 -0.371 2.392 -1.74 0.56 -0.05
H 2.168 0.860 -4.384 -1.38 -0.78 -0.60
H -4.906 -0.820 4.704 -0.02 0.26 -0.24
H 3.239 -0.938 -3.950 -0.32 -0.71 0.41
H -1.125 -0.718 -1.819 1.05 0.67 0.63
N 2.500 -2.583 -5.160 0.35 0.31 0.89
C -3.886 -0.551 4.433 1.33 0.03 -0.60
C 2.469 -1.745 -3.872 -0.14 1.57 -2.41
C -1.444 1.778 1.070 -1.83 -2.50 0.84
C -3.313 -1.384 3.164 0.59 1.18 2.63
H -1.704 -1.538 0.750 0.24 -1.94 -0.30
H 0.700 0.572 2.508 0.26 -0.15 0.42
C -2.840 0.951 2.826 0.48 -1.24 -1.82
H -4.133 -1.796 2.616 -0.32 -0.44 -0.54
H -2.666 -2.148 3.625 -0.39 -0.15 -0.64
C -1.797 -0.615 1.211 -1.21 0.93 2.28
H -1.014 -1.445 -3.981 0.44 -0.25 -0.46
C -0.034 -1.856 -4.329 -0.99 2.33 1.24
H 3.438 -3.019 -5.345 -1.34 0.97 0.28
C -1.171 0.441 0.652 1.99 2.54 -0.58
```
Positions in Å, forces in eV/Å.

Summary:
Energy: -31643.5742 eV
HOMO energy: -0.2921 Ha
Structure (SMILES): CC(C)(CN)c1nc(-c2ccncc2)c(-c2ccc3c(c2)CC[C@H]3N=O)[nH]1
HOMO-LUMO gap: 0.2808 Ha
Energy above the lowest of the compared OMol25 structures with the same formula, charge and spin: 5.926 eV